Record 1
{"formula": "C40H38N4OP2S3Sr", "method": "ωB97M-V/def2-TZVPD", "elements": ["Sr", "C", "C", "C", "C", "C", "C", "N", "C", "C", "C", "C", "C", "C", "N", "N", "C", "C", "C", "C", "C", "N", "H", "H", "H", "H", "H", "H", "H", "H", "H", "H", "H", "H", "H", "C", "P", "C", "C", "C", "C", "C", "C", "C", "P", "C", "C", "H", "H", "H", "H", "H", "H", "H", "H", "H", "H", "H", "H", "H", "H", "H", "H", "O", "C", "C", "C", "C", "C", "S", "C", "C", "C", "C", "S", "C", "C", "C", "C", "S", "H", "H", "H", "H", "H", "H", "H", "H", "H"], "positions_angstrom": [[0.513, -0.240, 0.401], [-0.857, 3.178, -4.445], [-1.996, 3.388, -3.676], [-2.033, 3.017, -2.342], [-0.925, 2.407, -1.743], [0.190, 2.142, -2.549], [0.236, 2.538, -3.872], [-0.897, 1.984, -0.420], [-1.481, 2.675, 0.524], [-1.796, 4.085, 0.460], [-2.324, 4.735, 1.520], [-2.620, 4.056, 2.748], [-2.353, 2.737, 2.875], [-1.777, 2.005, 1.794], [-1.451, 0.712, 1.862], [-1.763, 0.064, 2.952], [-1.262, -1.215, 2.991], [-1.585, -2.038, 4.086], [-0.969, -3.260, 4.229], [-0.064, -3.695, 3.258], [0.143, -2.864, 2.180], [-0.401, -1.646, 2.038], [-0.831, 3.480, -5.486], [-2.873, 3.841, -4.128], [-2.946, 3.138, -1.770], [1.002, 1.592, -2.081], [1.120, 2.339, -4.467], [-1.531, 4.627, -0.437], [-2.510, 5.801, 1.451], [-3.040, 4.612, 3.578], [-2.545, 2.203, 3.796], [-2.300, -1.676, 4.812], [-1.181, -3.880, 5.092], [0.471, -4.631, 3.336], [0.817, -3.218, 1.422], [2.248, -0.950, 3.474], [2.356, 0.272, 2.067], [2.084, 1.781, 3.097], [4.184, 0.257, 1.882], [5.201, 0.409, 2.820], [6.518, 0.418, 2.371], [6.811, 0.297, 1.017], [5.804, 0.118, 0.073], [4.487, 0.081, 0.516], [2.907, -0.145, -0.382], [3.536, -1.095, -1.858], [2.251, -1.694, 0.415], [3.009, -0.686, 4.210], [2.457, -1.959, 3.160], [1.283, -0.924, 3.970], [2.658, 1.771, 4.020], [1.021, 1.875, 3.322], [2.368, 2.646, 2.498], [4.974, 0.519, 3.872], [7.324, 0.537, 3.083], [7.843, 0.341, 0.694], [6.041, 0.015, -0.977], [4.159, -1.914, -1.506], [4.113, -0.472, -2.541], [2.694, -1.503, -2.395], [3.078, -2.178, 0.912], [1.882, -2.446, -0.290], [1.562, -1.434, 1.216], [-0.805, -0.815, -1.010], [-1.759, -1.169, -1.941], [-1.119, -1.194, -3.323], [-1.358, -0.503, -4.470], [-0.430, -0.801, -5.516], [0.506, -1.707, -5.139], [0.264, -2.208, -3.519], [-2.960, -0.224, -1.821], [-3.369, 0.322, -0.642], [-4.602, 1.018, -0.741], [-5.133, 0.963, -1.992], [-4.125, 0.075, -3.052], [-2.275, -2.571, -1.557], [-2.600, -2.966, -0.291], [-3.080, -4.300, -0.232], [-3.129, -4.892, -1.457], [-2.581, -3.832, -2.682], [-2.161, 0.211, -4.585], [-0.467, -0.351, -6.501], [1.310, -2.127, -5.728], [-2.739, 0.212, 0.222], [-5.075, 1.522, 0.094], [-6.058, 1.388, -2.351], [-2.459, -2.287, 0.535], [-3.380, -4.800, 0.682], [-3.448, -5.893, -1.708]], "mulliken_charge": [3.993, -0.677, -1.071, 0.118, -0.371, -0.093, -0.552, 0.935, 0.631, -1.245, -0.648, -0.687, -0.858, 0.601, 1.370, -1.740, -0.448, -0.804, -0.644, -1.126, -1.022, 1.233, 0.385, 0.361, 0.637, 0.223, 0.408, 0.500, 0.418, 0.411, 0.438, 0.518, 0.440, 0.526, 0.406, -1.649, 3.031, -1.395, -0.318, -0.702, -0.763, -0.563, -0.779, 0.247, 1.278, -1.188, -1.554, 0.656, 0.255, 0.389, 0.419, 0.361, 0.408, 0.391, 0.408, 0.409, 0.440, 0.456, 0.460, -0.060, 0.552, 0.663, -1.053, -2.424, 2.303, -0.179, -0.508, -0.880, -0.615, -0.105, -0.641, 0.286, -0.918, -0.511, -0.166, -0.765, -0.241, -0.938, -0.488, -0.088, 0.410, 0.427, 0.511, -0.030, 0.446, 0.497, 0.392, 0.401, 0.459], "orbital_gap_ev": [5.6, 5.8], "e_lumo_ha": [-0.030, -0.027], "de_lowest_kj_mol": 665.4}

---

Record 2
{"formula": "C5H12N2O", "method": "ωB97M-V/def2-TZVPD", "elements": ["C", "N", "N", "C", "C", "C", "C", "O", "H", "H", "H", "H", "H", "H", "H", "H", "H", "H", "H", "H"], "positions_angstrom": [[2.088, -0.721, -1.022], [1.384, -0.846, 0.244], [-0.145, -1.164, 0.170], [-0.736, 0.142, 0.284], [-1.218, 0.778, -1.016], [-1.814, 0.161, 1.364], [0.587, 0.895, 0.834], [1.079, 1.855, 0.282], [1.946, -1.605, -1.658], [1.715, 0.150, -1.561], [3.150, -0.566, -0.835], [1.846, -1.509, 0.862], [-0.323, -1.595, -0.739], [-2.084, 0.240, -1.402], [-0.437, 0.768, -1.774], [-1.481, 1.819, -0.837], [-2.092, 1.188, 1.598], [-1.451, -0.324, 2.268], [-2.699, -0.374, 1.021], [0.687, 0.708, 1.916]], "nbo_charge": [-0.437, -0.423, -0.452, -0.007, -0.628, -0.611, 0.445, -0.635, 0.183, 0.219, 0.219, 0.379, 0.350, 0.204, 0.213, 0.232, 0.215, 0.216, 0.212, 0.107], "smiles": "CNNC(C)(C)C=O", "orbital_gap_ev": 9.5, "e_lumo_ha": 0.034, "de_lowest_kj_mol": 308.6}

---

Record 3
{"formula": "C26H29B2N3O11", "method": "ωB97M-V/def2-TZVPD", "elements": ["C", "C", "C", "C", "C", "B", "O", "O", "O", "C", "O", "C", "C", "C", "O", "O", "C", "C", "C", "B", "O", "N", "C", "C", "H", "H", "H", "H", "H", "H", "H", "H", "H", "H", "H", "H", "H", "H", "H", "H", "H", "H", "H", "O", "N", "O", "C", "C", "C", "C", "C", "C", "H", "H", "H", "H", "H", "O", "N", "O", "C", "C", "C", "C", "C", "C", "H", "H", "H", "H", "H"], "positions_angstrom": [[2.073, 0.822, 4.513], [2.099, 2.120, 3.931], [1.996, 3.614, 3.270], [2.542, 3.745, 1.732], [4.053, 4.382, 1.782], [5.177, 3.459, 2.547], [6.317, 2.868, 1.760], [5.164, 3.107, 3.994], [1.750, 4.929, 1.255], [0.438, 4.430, 0.723], [-0.530, 5.311, 0.431], [0.504, 2.791, 0.592], [-0.425, 1.843, 1.546], [-1.416, 2.631, 2.582], [-2.251, 3.633, 2.295], [-1.424, 2.134, 3.995], [2.134, 2.648, 0.594], [2.526, 3.434, -0.830], [2.772, 4.076, -2.080], [2.867, 1.194, 0.484], [3.390, 0.355, 1.578], [3.079, 0.637, -0.945], [4.548, 0.753, -1.351], [2.807, -0.872, -0.957], [1.917, -0.105, 5.233], [0.887, 3.985, 3.436], [2.665, 4.327, 3.956], [4.015, 5.424, 2.364], [4.505, 4.649, 0.717], [6.773, 2.175, 2.357], [4.915, 3.896, 4.561], [0.151, 2.493, -0.498], [-1.107, 1.190, 0.821], [0.208, 1.058, 2.166], [-0.801, 2.675, 4.563], [2.757, 4.293, -3.254], [2.596, -0.166, 1.954], [5.257, 0.001, -0.803], [4.569, 0.656, -2.530], [4.865, 1.867, -1.105], [1.863, -1.177, -0.314], [2.651, -1.178, -2.094], [3.703, -1.511, -0.554], [2.511, -3.922, -3.770], [1.542, -4.035, -3.004], [1.616, -4.435, -1.834], [0.217, -3.674, -3.521], [0.081, -3.252, -4.851], [-1.186, -2.933, -5.344], [-2.304, -3.031, -4.514], [-2.165, -3.441, -3.187], [-0.903, -3.765, -2.684], [0.943, -3.171, -5.510], [-1.302, -2.612, -6.377], [-3.291, -2.787, -4.905], [-3.041, -3.512, -2.546], [-0.812, -4.087, -1.649], [-3.879, -2.412, -0.467], [-4.886, -2.658, -1.148], [-4.980, -2.443, -2.365], [-6.048, -3.237, -0.463], [-5.999, -3.461, 0.919], [-7.116, -3.991, 1.569], [-8.268, -4.297, 0.842], [-8.310, -4.082, -0.536], [-7.201, -3.551, -1.196], [-5.109, -3.228, 1.500], [-7.090, -4.162, 2.643], [-9.138, -4.704, 1.354], [-9.211, -4.326, -1.096], [-7.251, -3.387, -2.271]], "mulliken_charge": [-1.077, 0.194, -0.087, 1.012, -1.446, 0.751, -0.591, -0.565, -0.401, 0.107, -0.596, 0.107, -0.166, 0.145, -0.492, -0.465, 1.243, -0.622, -1.165, 0.632, -0.619, -0.106, -0.935, -0.781, 0.310, 0.380, 0.383, 0.310, 0.210, 0.304, 0.315, 0.613, 0.434, 0.152, 0.330, 0.352, 0.261, 0.304, 0.290, 0.246, 0.244, 0.254, 0.230, -0.589, 1.021, -0.589, 0.086, -0.423, -0.400, -0.470, 0.049, -0.468, 0.432, 0.369, 0.396, 0.163, 0.447, -0.542, 0.926, -0.563, 0.076, -0.279, -0.480, -0.364, -0.494, -0.228, 0.425, 0.361, 0.365, 0.361, 0.415], "smiles": "C#CC[C@]1(CB(O)O)OC(=O)[C@H](CC(=O)O)[C@]1(C#C)B(O)N(C)C.O=[N+]([O-])c1ccccc1.O=[N+]([O-])c1ccccc1", "orbital_gap_ev": 7.7, "e_lumo_ha": -0.041}

---

Record 4
{"formula": "C4H9NO2", "method": "ωB97M-V/def2-TZVPD", "elements": ["C", "C", "C", "O", "H", "H", "H", "H", "C", "N", "O", "H", "H", "H", "H", "H"], "positions_angstrom": [[0.762, -1.716, -0.326], [1.071, -0.533, -0.233], [1.855, 0.656, -0.601], [3.203, 0.552, -0.186], [0.155, -2.571, -0.178], [1.443, 1.536, -0.096], [1.785, 0.816, -1.688], [3.577, -0.253, -0.560], [-2.293, -0.271, 0.812], [-1.230, 0.704, 0.913], [-1.210, 1.527, -0.228], [-2.174, -0.947, -0.049], [-3.246, 0.251, 0.736], [-2.289, -0.864, 1.724], [-0.235, 0.153, 0.980], [-1.174, 0.961, -1.022]], "nbo_charge": [-0.206, -0.092, -0.149, -0.690, 0.238, 0.228, 0.196, 0.470, -0.445, -0.316, -0.581, 0.155, 0.209, 0.208, 0.341, 0.433], "smiles": "C#CCO.CNO", "orbital_gap_ev": 9.7, "e_lumo_ha": 0.022, "de_lowest_kj_mol": 567.9}

---

| no. | maximum force (Eh/bohr) |
| --- | --- |
| 1 | 0.20945 |
| 2 | 0.06017 |
| 3 | 0.19599 |
| 4 | 0.07106 |